# 1
Density functional theory data (ωB97M-V/def2-TZVPD) for 2 unconnected molecules or ions with the total composition C41H37N7O7 at a distorted geometry.

Structure (ORCA input):
```
! wB97M-V def2-TZVPD RIJCOSX def2/J DEFGRID3
* xyz 0 1
C -4.2436 -1.4502 2.7383
C -3.0017 -0.6576 2.4235
C -2.8389 -0.0717 1.1653
C -1.7908 0.8218 0.9129
C -1.7443 1.6103 -0.3591
C -0.7603 0.8778 1.8464
N 0.4998 1.3478 1.3581
C 1.0182 2.6184 1.4258
C 0.1342 3.7689 1.6145
C 0.2721 4.9170 0.7847
C -0.6577 5.9595 0.8589
C -1.7383 5.8979 1.7470
C -1.9172 4.7411 2.5163
C -0.9558 3.7315 2.5135
N 2.3044 2.5823 1.1983
N 2.6067 1.2674 0.8607
C 4.0245 0.9904 0.9202
C 4.7856 1.3519 2.0624
C 4.1797 1.9031 3.3111
C 6.1765 1.1674 2.0546
C 6.8542 0.6833 0.9285
C 8.3391 0.4189 0.9906
C 6.1092 0.4708 -0.2387
C 4.7215 0.6359 -0.2569
C 3.9584 0.4378 -1.5162
C 1.4491 0.5299 0.8035
C 0.7904 -0.5704 -0.0253
O 0.2945 -0.2956 -1.1441
C 0.4626 -1.8782 0.6181
C 1.1857 -2.2978 1.8261
C -0.4528 -2.7854 -0.0161
C -0.6520 -2.8138 -1.4189
C -1.3557 -3.8497 -2.0288
C -1.9541 -4.8606 -1.2746
C -1.8827 -4.7806 0.1060
C -1.0822 -3.8155 0.7318
C -0.8521 0.2596 3.1026
C 0.2369 0.3598 4.1239
C -1.9916 -0.5127 3.3790
H -4.1357 -1.9751 3.6966
H -5.1147 -0.7810 2.8109
H -4.4568 -2.1808 1.9407
H -3.5367 -0.3084 0.3535
H -0.7879 1.4876 -0.8822
H -2.5169 1.2272 -1.0366
H -1.9217 2.6835 -0.1942
H 1.0853 4.9655 0.0585
H -0.5597 6.8356 0.2116
H -2.4676 6.7131 1.8078
H -2.8146 4.6193 3.1238
H -1.0703 2.8840 3.1929
H 4.9766 2.0559 4.0509
H 3.6711 2.8660 3.1595
H 3.4614 1.2081 3.7565
H 6.7524 1.3569 2.9697
H 8.6039 -0.4726 0.4118
H 8.9357 1.2464 0.5814
H 8.6719 0.2694 2.0254
H 6.6372 0.1315 -1.1432
H 4.6396 0.4767 -2.3679
H 3.4614 -0.5323 -1.5051
H 3.1888 1.2008 -1.6553
H 1.4148 -3.3709 1.7475
H 2.1146 -1.7303 1.8830
H 0.6493 -2.1351 2.7697
H -0.2272 -2.0218 -2.0159
H -1.4271 -3.8708 -3.1083
H -2.5178 -5.6590 -1.7555
H -2.4386 -5.4715 0.7184
H -0.9536 -3.8377 1.8222
H -0.0565 -0.1821 5.0310
H 1.1741 -0.0908 3.7728
H 0.4443 1.3934 4.4264
H -2.0794 -1.0102 4.3528
O -4.0413 -1.8509 -8.3003
N -4.2918 -2.4953 -7.2633
O -4.9881 -3.5356 -7.2579
C -3.7514 -2.0535 -5.9669
C -4.1451 -2.6598 -4.7744
C -3.7136 -2.1537 -3.5160
N -4.4672 -2.5784 -2.3493
O -5.0700 -3.6674 -2.4025
O -4.5212 -1.8202 -1.3517
C -2.6605 -1.2007 -3.3703
C -2.3062 -0.5884 -4.5674
N -1.6994 0.6640 -4.7418
O -1.1205 1.4027 -3.9658
O -1.9374 1.0497 -6.0637
N -2.6536 0.0858 -6.7355
C -2.8463 -0.9125 -5.8374
H -4.8335 -3.5046 -4.7819
H -2.2843 -0.8821 -2.4089
*
```

Energy above the lowest of the compared OMol25 structures with the same formula, charge and spin in kJ/mol: 163.9
Lowest unoccupied orbital energy in eV: -2.2
DFT total energy in Eh: -2494.0909
Gap between HOMO and LUMO in eV: 4.04
HOMO level in Ha: -0.2288

Listed below, in e, are the Löwdin charges computed for each atom: number 1, C, carries -0.041; number 2, C, carries -0.245; number 3, C, carries 0.029; number 4, C, carries -0.174; number 5, C, carries -0.017; number 6, C, carries -0.166; number 7, N, carries 0.123; number 8, C, carries -0.190; number 9, C, carries -0.132; number 10, C, carries -0.013; number 11, C, carries -0.077; number 12, C, carries -0.073; number 13, C, carries -0.065; number 14, C, carries -0.024; number 15, N, carries 0.209; number 16, N, carries 0.054; number 17, C, carries -0.094; number 18, C, carries -0.188; number 19, C, carries -0.049; number 20, C, carries -0.006; number 21, C, carries -0.254; number 22, C, carries -0.051; number 23, C, carries 0.000; number 24, C, carries -0.196; number 25, C, carries -0.032; number 26, C, carries 0.007; number 27, C, carries -0.331; number 28, O, carries -0.064; number 29, C, carries -0.192; number 30, C, carries -0.088; number 31, C, carries -0.182; number 32, C, carries -0.038; number 33, C, carries -0.111; number 34, C, carries -0.112; number 35, C, carries -0.095; number 36, C, carries -0.033; number 37, C, carries -0.212; number 38, C, carries -0.035; number 39, C, carries 0.008; number 40, H, carries 0.076; number 41, H, carries 0.088; number 42, H, carries 0.086; number 43, H, carries 0.109; number 44, H, carries 0.066; number 45, H, carries 0.080; number 46, H, carries 0.089; number 47, H, carries 0.116; number 48, H, carries 0.108; number 49, H, carries 0.109; number 50, H, carries 0.110; number 51, H, carries 0.107; number 52, H, carries 0.080; number 53, H, carries 0.078; number 54, H, carries 0.076; number 55, H, carries 0.120; number 56, H, carries 0.080; number 57, H, carries 0.086; number 58, H, carries 0.078; number 59, H, carries 0.128; number 60, H, carries 0.084; number 61, H, carries 0.092; number 62, H, carries 0.088; number 63, H, carries 0.090; number 64, H, carries 0.072; number 65, H, carries 0.063; number 66, H, carries 0.086; number 67, H, carries 0.095; number 68, H, carries 0.101; number 69, H, carries 0.094; number 70, H, carries 0.109; number 71, H, carries 0.086; number 72, H, carries 0.068; number 73, H, carries 0.082; number 74, H, carries 0.122; number 75, O, carries 0.082; number 76, N, carries -0.308; number 77, O, carries 0.056; number 78, C, carries -0.037; number 79, C, carries 0.107; number 80, C, carries -0.114; number 81, N, carries -0.304; number 82, O, carries 0.070; number 83, O, carries 0.059; number 84, C, carries 0.134; number 85, C, carries -0.081; number 86, N, carries -0.151; number 87, O, carries 0.104; number 88, O, carries 0.063; number 89, N, carries 0.144; number 90, C, carries -0.135; number 91, H, carries 0.137; number 92, H, carries 0.121

***

# 2
Density functional theory data (ωB97M-V/def2-TZVPD) for a molecular structure, C16H22AsI2N2O6SSiTa at a distorted geometry.

Structure (ORCA input):
```
! wB97M-V def2-TZVPD RIJCOSX def2/J DEFGRID3
* xyz 2 1
Ta 0.1013 0.0694 1.3571
O -2.7463 3.0158 1.9342
As -1.7809 1.6310 2.2362
O -0.1761 1.9605 2.2746
O -1.7344 0.6605 0.8681
C -2.3504 0.8458 3.9262
C -3.2637 1.5002 4.7470
C -3.5334 0.9787 6.0081
C -2.9076 -0.1828 6.4444
C -1.9871 -0.8269 5.6271
C -1.7030 -0.3018 4.3783
S -0.4490 -1.1173 3.4196
O -0.9719 -1.3595 2.0463
O -0.0058 -2.3069 4.0371
O 0.6546 -0.1627 3.1549
H -2.7014 3.3471 1.0208
H -3.7556 2.4038 4.3987
H -4.2224 1.4990 6.6555
H -3.1263 -0.5852 7.4216
H -1.4685 -1.7230 5.9362
I 1.9814 -2.0959 1.3456
C 1.1062 -2.9998 -0.4498
I -0.0208 -1.3976 -1.2814
H 0.4321 -3.8073 -0.1604
H 1.8730 -3.3443 -1.1502
C 4.6875 -1.6798 -1.2111
C 4.2464 -0.3484 -0.7255
C 5.1479 0.6762 -0.4514
C 4.6762 1.8658 0.0775
C 3.3107 2.0403 0.2573
C 2.4761 0.9771 -0.0592
N 2.9356 -0.1879 -0.5153
N 1.0709 1.0343 0.0759
Si 0.4023 2.0724 -1.3450
C 1.7597 2.0213 -2.6702
C -1.1807 1.3376 -2.1484
C 0.0137 3.7529 -0.5302
H 5.6463 -1.6009 -1.7115
H 3.9456 -2.1049 -1.8782
H 4.8052 -2.3530 -0.3595
H 6.1972 0.5370 -0.6500
H 5.3617 2.6521 0.3530
H 2.8877 2.9550 0.6372
H 2.0214 0.9993 -2.9381
H 2.6710 2.5272 -2.3694
H 1.4129 2.5157 -3.5702
H -0.9591 0.4862 -2.8090
H -1.6376 2.0832 -2.7965
H -1.9372 1.0194 -1.4364
H 0.8868 4.4004 -0.5669
H -0.2656 3.6590 0.5211
H -0.7733 4.2785 -1.0664
*
```

Energy above the lowest of the compared OMol25 structures with the same formula, charge and spin in kJ/mol: 454.7
Lowest unoccupied orbital energy in eV: -7.2
DFT total energy in Eh: -4759.1838
Gap between HOMO and LUMO in eV: 7.33
HOMO level in Ha: -0.5323

Listed below, in e, are the natural (NBO) charges computed for each atom: number 1, Ta, carries 1.952; number 2, O, carries -0.964; number 3, As, carries 2.417; number 4, O, carries -1.036; number 5, O, carries -1.032; number 6, C, carries -0.416; number 7, C, carries -0.153; number 8, C, carries -0.135; number 9, C, carries -0.150; number 10, C, carries -0.153; number 11, C, carries -0.274; number 12, S, carries 2.358; number 13, O, carries -0.903; number 14, O, carries -0.832; number 15, O, carries -0.892; number 16, H, carries 0.538; number 17, H, carries 0.263; number 18, H, carries 0.260; number 19, H, carries 0.261; number 20, H, carries 0.270; number 21, I, carries 0.520; number 22, C, carries -0.666; number 23, I, carries 0.485; number 24, H, carries 0.258; number 25, H, carries 0.261; number 26, C, carries -0.650; number 27, C, carries 0.244; number 28, C, carries -0.238; number 29, C, carries -0.123; number 30, C, carries -0.282; number 31, C, carries 0.340; number 32, N, carries -0.546; number 33, N, carries -1.096; number 34, Si, carries 1.789; number 35, C, carries -1.139; number 36, C, carries -1.150; number 37, C, carries -1.140; number 38, H, carries 0.250; number 39, H, carries 0.221; number 40, H, carries 0.231; number 41, H, carries 0.242; number 42, H, carries 0.245; number 43, H, carries 0.239; number 44, H, carries 0.255; number 45, H, carries 0.258; number 46, H, carries 0.270; number 47, H, carries 0.240; number 48, H, carries 0.283; number 49, H, carries 0.251; number 50, H, carries 0.269; number 51, H, carries 0.240; number 52, H, carries 0.259

***

# 3
Density functional theory data (ωB97M-V/def2-TZVPD) for C5H9N3 in the gas phase at a distorted geometry.

Structure (ORCA input):
```
! wB97M-V def2-TZVPD RIJCOSX def2/J DEFGRID3
* xyz 0 1
C 1.5147 -1.1753 -0.1742
N 2.4642 -0.3597 -0.1799
N 1.8984 0.9032 -0.2591
C 0.4498 0.6319 -0.3649
C -0.7104 1.4160 0.1997
N -1.6919 0.4258 0.2436
C -1.2043 -1.0415 -0.0362
C 0.2154 -0.7890 0.2117
H 1.6787 -2.1876 -0.4765
H 2.1794 1.4227 0.6018
H 0.3114 0.2279 -1.4726
H -0.8788 2.1502 -0.5458
H -0.5342 1.7644 1.2902
H -2.7904 0.6396 -0.0221
H -1.7053 -1.8205 0.6009
H -1.6518 -1.2755 -0.9985
H 0.4551 -0.9326 1.3820
*
```

Energy above the lowest of the compared OMol25 structures with the same formula, charge and spin in kJ/mol: 468.2
Lowest unoccupied orbital energy in eV: 1.0
DFT total energy in Eh: -360.0189
Gap between HOMO and LUMO in eV: 9.45
SMILES string: C1=NN[C@@H]2CNC[C@@H]12
HOMO level in Ha: -0.3121

Listed below, in e, are the natural (NBO) charges computed for each atom: number 1, C, carries 0.051; number 2, N, carries -0.232; number 3, N, carries -0.451; number 4, C, carries -0.034; number 5, C, carries -0.235; number 6, N, carries -0.664; number 7, C, carries -0.211; number 8, C, carries -0.342; number 9, H, carries 0.189; number 10, H, carries 0.360; number 11, H, carries 0.180; number 12, H, carries 0.206; number 13, H, carries 0.176; number 14, H, carries 0.385; number 15, H, carries 0.207; number 16, H, carries 0.198; number 17, H, carries 0.216